[1]
{
  "formula": "C22H29F7MoN6S3SbSi",
  "method": "ωB97M-V/def2-TZVPD",
  "symbols": ["Mo", "C", "S", "C", "S", "N", "N", "C", "C", "C", "C", "C", "C", "N", "H", "H", "H", "H", "H", "H", "H", "H", "C", "Si", "C", "C", "N", "C", "C", "C", "C", "C", "C", "F", "H", "H", "H", "H", "H", "H", "H", "H", "H", "H", "H", "H", "H", "F", "Sb", "F", "F", "F", "F", "F", "C", "N", "C", "C", "N", "C", "S", "H", "H", "H", "H", "H", "H", "C", "H", "H"],
  "coordinates": [[-0.26826, -0.11185, 0.24262], [0.22238, 3.60639, -4.25640], [1.29742, 2.21772, -3.81831], [0.32321, 1.36274, -2.61844], [-0.24095, 2.37460, -1.32751], [0.24352, 0.08778, -2.83624], [-0.34504, -0.62657, -1.80214], [-0.90683, -1.72135, -2.16744], [-1.70836, -2.39282, -1.16073], [-2.38853, -3.57466, -1.38640], [-3.17755, -4.08695, -0.36933], [-3.27400, -3.38211, 0.81794], [-2.55251, -2.20935, 0.97144], [-1.76106, -1.72808, 0.01272], [0.80160, 4.21560, -4.94733], [-0.03208, 4.20168, -3.38460], [-0.67177, 3.24229, -4.75534], [-0.83872, -2.04112, -3.20072], [-2.28904, -4.07399, -2.33999], [-3.71272, -5.01669, -0.50429], [-3.88938, -3.73106, 1.63427], [-2.60228, -1.64102, 1.88681], [-2.17626, 1.09040, 2.74440], [-0.93288, -0.11875, 3.43481], [0.23961, 0.75738, 4.57034], [-1.92972, -1.42778, 4.37962], [-0.13294, -0.95767, 2.07306], [0.65576, -2.07760, 2.31148], [1.02730, -2.49621, 3.60154], [1.81780, -3.61256, 3.81237], [2.29122, -4.36967, 2.74899], [1.96433, -3.97918, 1.45990], [1.17303, -2.87039, 1.28843], [0.88031, -2.49267, -0.00734], [-2.89697, 1.27755, 3.54539], [-2.73875, 0.73747, 1.87559], [-1.73243, 2.05765, 2.49920], [-0.18055, 1.74142, 4.80137], [1.22409, 0.94524, 4.13172], [0.36861, 0.21441, 5.50976], [-1.69221, -1.38771, 5.44440], [-1.73928, -2.44943, 4.04424], [-3.00119, -1.23373, 4.28448], [0.70594, -1.91622, 4.45520], [2.07188, -3.88700, 4.82751], [2.91081, -5.23896, 2.91579], [2.32174, -4.50814, 0.58642], [0.63535, 1.29336, 1.11823], [0.96567, 3.71178, 2.23481], [2.77484, 1.84968, 3.27012], [-0.59717, 4.29485, 3.37059], [1.53443, 5.55178, 2.23347], [-0.43232, 3.90711, 0.80114], [2.18968, 3.59816, 0.51538], [4.58358, 1.70086, -2.33301], [4.42386, 1.91387, -0.90250], [4.97454, 2.90849, -0.20669], [4.51504, 2.78648, 1.10685], [3.72130, 1.74069, 1.17040], [3.58967, 1.16755, -0.06465], [2.74520, -0.14593, -0.60874], [5.52349, 2.14977, -2.64371], [3.75357, 2.16153, -2.86415], [4.59303, 0.63432, -2.53628], [5.62842, 3.63756, -0.65164], [4.67665, 3.39371, 1.98051], [3.14730, 1.64345, 2.17259], [-1.52908, 1.40516, -0.50892], [-2.30105, 1.11382, -1.22167], [-1.92558, 2.08802, 0.24006]],
  "lowdin_spin": [1.65, 0.00, 0.00, 0.00, -0.01, 0.00, -0.01, 0.09, 0.02, 0.01, 0.02, 0.01, 0.02, 0.02, 0.00, 0.00, 0.00, 0.00, 0.00, 0.00, 0.00, 0.00, 0.01, 0.01, 0.00, 0.00, 0.01, 0.00, 0.00, 0.00, 0.01, 0.00, 0.01, 0.03, 0.00, 0.00, 0.00, 0.00, 0.00, 0.00, 0.00, 0.00, 0.00, 0.00, 0.00, 0.00, 0.00, 0.07, 0.00, 0.00, 0.00, 0.00, 0.00, 0.02, 0.00, 0.07, 0.23, 0.15, 0.07, 0.07, 0.38, 0.00, 0.00, 0.00, 0.01, 0.00, 0.00, -0.01, 0.01, 0.01],
  "e_lumo_ev": [-1.814, -2.640],
  "orbital_gap_ev": [5.49, 4.67],
  "charge": 0,
  "fmax_ev_per_a": 1.7,
  "spin_multiplicity": 4
}

[2]
{
  "formula": "C3H19N2O7",
  "method": "ωB97M-V/def2-TZVPD",
  "symbols": ["N", "C", "C", "O", "C", "N", "O", "H", "H", "H", "H", "H", "H", "H", "H", "H", "H", "H", "O", "H", "H", "O", "H", "H", "O", "H", "H", "O", "H", "H", "O"],
  "coordinates": [[-0.82058, 0.00374, -0.22915], [0.40631, -0.81767, 0.19981], [-0.01982, -2.27880, 0.33642], [-0.37122, -2.61299, -1.01507], [0.95496, -0.17235, 1.44253], [2.02117, 0.66457, 1.46756], [0.40462, -0.31373, 2.53112], [-1.38353, -0.57438, -0.84665], [-1.48596, 0.32760, 0.49770], [-0.32695, 0.72608, -0.77118], [1.08954, -0.65112, -0.66577], [0.87560, -2.85241, 0.58837], [-0.84691, -2.42776, 1.00514], [-1.05861, -3.28171, -1.03876], [2.32069, 1.12896, 2.30833], [2.44644, 1.04445, 0.63081], [-3.68006, -0.70712, 1.19129], [-3.57054, -2.10061, 0.36179], [-3.16724, -1.27359, 0.61137], [-1.12840, 1.52396, 2.92833], [-2.53902, 2.01938, 2.41755], [-1.62182, 1.86700, 2.17352], [1.99147, 2.09452, -2.67197], [1.70438, 2.66245, -1.34816], [1.79025, 1.79989, -1.77803], [2.04921, -1.29113, -3.40796], [2.94682, -0.17224, -3.17072], [2.16043, -0.57290, -2.77250], [-1.55466, 2.34116, -2.18033], [-0.79009, 3.54865, -1.41544], [-0.82423, 2.61367, -1.62909]],
  "lowdin_charge": [0.23, -0.16, -0.16, -0.05, -0.48, 0.20, 0.05, 0.13, 0.12, 0.12, 0.14, 0.14, 0.12, 0.10, 0.13, 0.10, 0.06, 0.06, -0.02, 0.04, 0.05, -0.05, 0.05, 0.05, -0.08, 0.05, 0.05, -0.07, 0.05, 0.06, -0.04],
  "e_lumo_ev": -2.675,
  "orbital_gap_ev": 10.58,
  "charge": 1,
  "fmax_ev_per_a": 3.5
}

Calculated total energy for every record listed, in sequence, given in hartree: -3675.90470, -761.67910.
Relative energy (zero: lowest compared OMol25 entry of this formula, charge and spin) for every record listed, in sequence, given in kcal/mol: 90.4, 0.0.